[1]
{
  "formula": "C9H7N3O",
  "method": "the ωB97M-V functional and the def2-TZVPD basis",
  "elements": ["O", "N", "N", "N", "C", "C", "C", "C", "C", "C", "C", "C", "C", "H", "H", "H", "H", "H", "H", "H"],
  "positions_angstrom": [[0.005, 0.132, -0.611], [-0.733, 0.790, 2.585], [3.586, -1.762, 1.828], [-1.747, -2.664, -0.463], [-0.798, -2.425, 0.213], [1.218, -0.105, 0.021], [2.227, 0.992, -0.193], [2.563, -1.558, 1.368], [-2.337, 0.951, -0.307], [-0.933, 0.890, 1.469], [-1.046, 0.760, 0.061], [0.387, -2.311, 0.848], [1.354, -1.288, 0.678], [3.071, 0.693, 0.297], [-3.013, 1.350, 0.430], [-2.680, -2.693, -0.187], [-2.632, 0.815, -1.326], [0.737, -3.300, 1.377], [1.889, 1.812, 0.263], [2.327, 1.286, -1.347]],
  "atomic_forces_ev_per_a": [[-1.70, 0.68, -0.24], [0.03, 0.24, 1.53], [0.94, -0.28, 0.68], [0.74, -0.67, -1.20], [2.29, 0.30, 1.21], [0.10, -0.13, 0.06], [-1.38, -2.52, -4.33], [0.15, 0.47, -0.68], [2.05, 0.01, -0.99], [1.29, -0.29, -0.20], [-1.31, -0.91, 0.15], [-1.58, -3.30, 0.10], [0.03, 2.01, -0.23], [2.74, -0.54, 0.67], [-0.04, 0.03, -0.08], [-1.77, 0.39, 0.64], [-0.37, -0.16, -0.37], [-0.86, 2.14, -1.09], [-1.44, 3.52, 1.84], [0.08, -1.01, 2.51]],
  "lowdin_charge": [0.0103, 0.2091, 0.1827, 0.2174, -0.1423, -0.2532, 0.0273, -0.1981, 0.1143, -0.2117, -0.3036, -0.0569, -0.2154, 0.0449, 0.0799, 0.0677, 0.0709, 0.1654, 0.0359, 0.1552],
  "e_lumo_ev": 0.13,
  "relative_energy_kcal_mol": 79.5,
  "charge": 0,
  "homo_lumo_gap_ha": 0.315,
  "smiles": "C=C(C#N)O/C(C)=C(/C#N)C=C=N"
}

***

[2]
{
  "formula": "C20H48BrCl2N2O9P",
  "method": "the ωB97M-V functional and the def2-TZVPD basis",
  "elements": ["Br", "Cl", "Cl", "P", "O", "O", "O", "O", "O", "O", "O", "O", "O", "N", "N", "C", "C", "C", "C", "C", "C", "C", "C", "C", "C", "C", "C", "C", "C", "C", "C", "C", "C", "C", "C", "H", "H", "H", "H", "H", "H", "H", "H", "H", "H", "H", "H", "H", "H", "H", "H", "H", "H", "H", "H", "H", "H", "H", "H", "H", "H", "H", "H", "H", "H", "H", "H", "H", "H", "H", "H", "H", "H", "H", "H", "H", "H", "H", "H", "H", "H", "H", "H"],
  "positions_angstrom": [[-0.264, -1.738, 3.158], [0.215, -3.126, -1.785], [3.106, -3.424, 3.400], [2.939, -4.939, 2.012], [-0.340, 6.245, -3.679], [-4.974, 6.807, 1.313], [-3.594, 4.597, -0.972], [-1.012, 2.901, -0.570], [-0.463, 0.126, -2.877], [4.391, -4.798, 1.306], [0.034, 5.985, 2.440], [2.768, -2.940, 0.054], [1.133, -7.515, 4.129], [1.807, -5.963, -1.144], [-0.277, -5.094, 2.745], [-6.005, 7.210, 0.420], [3.635, -3.137, -1.062], [4.997, -1.321, 0.060], [4.475, -1.885, -1.246], [-0.574, 0.047, 0.718], [0.859, 6.114, 3.592], [0.429, -8.747, 4.150], [-0.123, 3.972, -0.255], [0.622, -3.437, 0.948], [-3.658, 5.322, -2.208], [-1.277, -4.796, -0.221], [-0.465, -3.508, -0.170], [0.697, -0.785, 0.637], [0.847, -2.003, 1.569], [-1.588, 0.469, -3.669], [0.118, -4.313, 2.001], [-2.135, -4.906, -1.478], [1.914, -5.119, -0.372], [1.046, 6.008, -3.426], [2.022, -4.029, 0.560], [-4.403, 6.118, -2.148], [0.936, -1.031, -0.384], [-2.959, -5.573, -1.259], [1.147, -9.528, 4.388], [-0.626, -5.657, -0.210], [5.314, -2.184, -1.863], [-0.585, -0.769, -2.551], [4.198, -0.946, 0.681], [-0.501, 0.810, -0.037], [4.295, -3.978, -0.903], [5.693, -0.518, -0.147], [0.875, 3.556, -0.124], [-1.430, 1.483, -4.025], [-4.485, 6.098, 0.882], [1.653, 6.290, -4.289], [0.270, 6.077, 4.512], [-6.573, 8.007, 0.892], [-6.680, 6.374, 0.211], [-2.682, 5.761, -2.397], [0.500, -6.818, 3.918], [-1.467, -0.526, 0.486], [-0.585, 6.722, 2.434], [-1.693, -0.197, -4.531], [-1.190, -2.741, 0.060], [4.967, -4.235, 1.850], [-1.969, -4.783, 0.606], [3.898, -1.153, -1.795], [-1.879, 3.305, -0.685], [-3.914, 4.650, -3.030], [-5.577, 7.585, -0.514], [1.479, -0.103, 0.953], [-0.019, -8.969, 3.177], [-0.422, 4.473, 0.664], [5.548, -2.091, 0.584], [1.432, 7.045, 3.572], [-1.588, -5.311, -2.315], [1.214, 4.954, -3.193], [1.551, 5.277, 3.587], [1.838, -1.987, 1.965], [-2.590, -3.958, -1.731], [3.048, -3.286, -1.960], [-4.462, 4.209, -0.820], [-0.355, -8.750, 4.914], [-2.513, 0.446, -3.083], [-0.645, 0.560, 1.660], [-0.595, 5.708, -4.435], [1.333, 6.612, -2.571], [-0.105, 4.692, -1.078]],
  "atomic_forces_ev_per_a": [[0.01, -0.02, 0.13], [-0.01, 0.26, -0.04], [0.10, 0.06, 0.21], [-0.39, -0.36, 0.08], [0.05, 0.01, 0.03], [-0.09, 0.00, -0.05], [-0.07, 0.13, 0.04], [0.05, 0.23, -0.04], [0.03, 0.05, -0.08], [0.71, 0.12, 0.42], [0.03, 0.13, 0.13], [-0.10, -0.23, 0.25], [-0.10, -0.04, 0.05], [0.20, -0.19, 0.22], [0.21, 0.10, -0.03], [0.29, -0.24, 0.03], [0.28, 0.35, -0.14], [0.23, 0.03, -0.42], [-0.33, -0.26, 0.26], [0.28, -0.33, -0.78], [-0.13, 0.05, -0.09], [0.03, 0.16, -0.03], [-0.31, -0.11, -0.17], [-0.10, -0.01, 0.34], [-0.09, -0.10, 0.06], [0.01, 0.04, -1.08], [-0.14, 0.11, 0.17], [0.04, 0.31, 0.68], [-0.49, 0.15, -0.64], [0.04, -0.09, 0.14], [-0.34, -0.80, 0.51], [-0.26, -0.08, 0.41], [-0.37, -0.61, -1.02], [-0.25, -0.16, -0.19], [0.35, 1.39, 0.27], [0.02, 0.03, -0.06], [0.01, -0.34, -0.30], [-0.17, -0.32, -0.04], [0.01, -0.02, 0.00], [0.08, -0.32, 0.45], [0.19, 0.04, -0.33], [0.05, -0.12, 0.05], [-0.18, 0.05, 0.26], [-0.04, 0.31, -0.33], [-0.03, -0.35, 0.13], [0.12, 0.27, 0.05], [0.00, -0.04, -0.02], [0.00, 0.05, -0.02], [0.13, 0.05, 0.04], [0.07, 0.02, 0.05], [0.03, -0.02, 0.03], [0.02, 0.02, 0.06], [-0.09, 0.10, -0.09], [0.06, -0.04, 0.08], [0.09, 0.05, -0.06], [-0.30, -0.10, 0.26], [0.01, -0.08, -0.03], [-0.03, 0.03, -0.02], [0.01, 0.58, -0.11], [-0.02, -0.16, -0.40], [0.15, -0.16, 0.59], [-0.09, 0.35, -0.10], [-0.15, -0.02, -0.02], [0.02, 0.05, -0.05], [-0.15, 0.04, -0.05], [0.38, 0.10, 0.00], [-0.02, -0.04, 0.02], [0.11, 0.07, 0.03], [0.10, -0.19, 0.36], [0.04, -0.01, 0.03], [0.15, 0.10, -0.30], [0.13, 0.03, 0.05], [0.01, -0.03, -0.01], [0.30, -0.08, 0.14], [-0.01, 0.33, -0.26], [-0.23, -0.31, -0.21], [0.10, -0.10, 0.00], [-0.01, -0.05, -0.01], [-0.01, 0.03, -0.04], [-0.30, -0.02, 0.40], [0.00, 0.04, 0.05], [-0.03, 0.03, 0.02], [0.13, 0.09, 0.08]],
  "lowdin_charge": [0.8130, 0.7988, 0.3496, 0.7203, -0.1374, -0.1239, -0.1335, -0.1422, -0.1377, -0.3441, -0.1339, -0.1640, -0.1591, 0.2393, 0.2363, -0.1651, -0.2147, -0.0862, -0.2062, -0.1478, -0.1537, -0.1713, -0.1259, -0.3932, -0.1144, -0.2698, -0.5393, -0.2746, -0.5927, -0.1602, -0.3465, -0.1213, -0.2952, -0.1594, -0.5486, 0.0678, 0.0688, 0.0738, 0.0729, 0.0967, 0.1117, -0.0005, 0.0648, 0.0422, 0.1124, 0.0731, 0.0824, 0.0726, 0.0478, 0.0752, 0.0759, 0.0768, 0.0761, 0.0687, 0.0107, 0.0679, 0.0782, 0.0753, 0.1058, 0.0434, 0.1122, 0.1099, 0.0394, 0.0823, 0.0673, 0.1123, 0.0740, 0.0565, 0.0670, 0.0748, 0.0636, 0.0728, 0.0776, -0.0056, 0.0679, 0.0986, 0.0853, 0.0736, 0.0762, 0.0446, 0.0736, 0.0791, 0.0610],
  "e_lumo_ev": 0.37,
  "charge": 0,
  "homo_lumo_gap_ha": 0.353,
  "smiles": "CCCO[C@@](C#N)(P(O)Cl)[C@@](C#N)([C@H](Br)CC)[C@@H](Cl)CC.CO.CO.CO.CO.CO.CO.CO"
}

***

[3]
{
  "formula": "C48H55CaClIN8O3Se",
  "method": "the ωB97M-V functional and the def2-TZVPD basis",
  "elements": ["I", "Se", "Ca", "Cl", "O", "O", "O", "N", "N", "N", "N", "N", "N", "N", "N", "C", "C", "C", "C", "C", "C", "C", "C", "C", "C", "C", "C", "C", "C", "C", "C", "C", "C", "C", "C", "C", "C", "C", "C", "C", "C", "C", "C", "C", "C", "C", "C", "C", "C", "C", "C", "C", "C", "C", "C", "C", "C", "C", "C", "C", "C", "C", "C", "H", "H", "H", "H", "H", "H", "H", "H", "H", "H", "H", "H", "H", "H", "H", "H", "H", "H", "H", "H", "H", "H", "H", "H", "H", "H", "H", "H", "H", "H", "H", "H", "H", "H", "H", "H", "H", "H", "H", "H", "H", "H", "H", "H", "H", "H", "H", "H", "H", "H", "H", "H", "H", "H", "H"],
  "positions_angstrom": [[0.908, 0.479, 2.336], [-2.586, -0.949, -2.470], [-1.538, 0.325, 0.103], [5.617, -4.195, 3.295], [-4.165, 0.478, -0.138], [-2.111, 2.196, -1.243], [5.731, 2.171, -3.472], [-2.724, -5.766, 4.013], [-2.424, -7.335, 5.499], [2.526, 0.942, -2.044], [-2.495, -1.701, 1.664], [-3.350, -6.651, 4.883], [0.675, 0.268, -0.989], [2.210, -0.270, -2.610], [-3.046, -3.522, 2.847], [-3.153, -3.789, 0.361], [-3.123, 3.862, 3.852], [5.895, 0.893, -1.406], [6.405, -1.712, 2.519], [1.618, 1.231, -1.079], [0.792, -6.735, 2.965], [-3.322, 2.509, 1.878], [-5.467, 0.197, 0.327], [-4.479, 4.347, -4.909], [-2.722, -2.517, 3.745], [-2.822, 2.198, -2.292], [-4.426, 5.629, -4.370], [4.622, -2.695, 1.269], [3.662, 1.687, -2.613], [-0.196, 1.619, 3.708], [-2.357, -1.425, 2.991], [-3.563, 4.632, -2.305], [-3.803, 3.537, 2.709], [5.207, -0.317, -3.619], [4.841, -1.601, -2.871], [0.485, 2.020, 4.847], [-1.947, 3.197, 4.257], [5.110, 1.064, -2.749], [1.107, -0.624, -1.932], [-0.371, -5.901, 2.921], [-3.386, 3.345, -2.951], [5.586, -2.826, 2.249], [6.328, -0.519, 1.777], [5.286, -0.351, 0.837], [-0.116, 2.845, 5.763], [-2.092, 1.956, 2.141], [-4.991, 6.863, -5.136], [-1.383, -6.204, 3.832], [6.663, -0.592, -4.132], [-1.338, 3.444, 5.506], [-3.801, 2.022, -5.029], [-3.241, 4.973, -0.871], [-1.432, 2.225, 3.355], [0.948, -7.762, 3.924], [4.509, -1.493, 0.579], [4.402, -0.116, -4.911], [-0.012, -7.944, 4.881], [-3.888, 3.251, -4.253], [-3.619, -4.867, 3.241], [-1.198, -7.137, 4.854], [5.219, 0.928, -0.009], [-4.063, 5.757, -3.036], [-2.854, -3.018, 1.589], [1.565, -6.578, 2.219], [0.562, -1.528, -2.113], [-4.477, -4.633, 3.880], [-2.579, -3.375, -0.499], [6.485, -0.061, -1.458], [1.894, -8.366, 3.913], [6.982, 0.219, -4.807], [-4.985, 7.734, -4.483], [1.513, 1.706, 5.031], [5.617, -1.931, -2.144], [0.115, -8.741, 5.606], [-4.274, 6.690, -2.523], [-4.032, -5.419, 2.403], [3.808, 2.524, -1.935], [-2.945, -4.843, 0.519], [6.598, -1.538, -4.754], [6.620, 1.706, -1.396], [-2.041, -0.391, 3.333], [-3.562, 4.621, 4.520], [-4.355, 1.162, -4.575], [-4.217, 2.246, -6.029], [-3.872, 2.270, 0.934], [1.615, 2.182, -0.500], [3.954, -3.557, 1.083], [3.340, -0.022, -4.763], [-5.434, 0.208, 1.452], [-2.984, 1.220, -2.710], [-2.888, 4.065, -0.399], [0.398, 3.065, 6.690], [-2.382, 5.699, -0.834], [7.438, -0.750, -3.349], [-4.724, 4.052, 2.413], [4.730, -2.398, -3.640], [4.689, 0.764, -5.478], [5.711, 1.700, 0.630], [-4.067, 5.355, -0.333], [7.020, 0.328, 1.947], [-4.366, 7.109, -6.020], [4.579, -1.048, -5.481], [4.179, 1.300, -0.147], [-3.948, -0.155, -0.994], [3.768, -1.437, -0.176], [6.677, 2.210, -3.302], [7.100, -1.872, 3.327], [-4.231, -3.731, 0.138], [-2.797, -2.675, 4.825], [-0.433, -5.086, 2.211], [3.431, 2.112, -3.583], [3.866, -1.485, -2.339], [-2.735, 1.673, -5.068], [-5.837, -0.789, -0.050], [-6.244, 0.943, 0.034], [-4.781, 4.089, -5.933], [-6.034, 6.718, -5.555], [-1.777, 4.184, 6.185]],
  "atomic_forces_ev_per_a": [[-0.15, -0.07, 0.19], [0.27, -0.78, 0.65], [-1.60, -0.35, -0.31], [0.17, -0.26, -0.03], [-0.31, -1.18, -1.65], [-1.26, 0.95, -2.12], [-0.55, -0.60, -0.04], [0.59, -1.04, -0.59], [-0.89, -0.22, -1.39], [-0.09, -1.04, -0.41], [0.30, -2.36, -0.49], [2.59, 1.27, 1.24], [2.48, 0.86, -0.93], [-1.84, 0.38, 1.46], [0.06, -1.47, 0.30], [-0.08, 0.33, -0.49], [-1.06, 0.79, 0.59], [0.66, -0.97, 0.17], [0.10, -0.50, -0.27], [-0.42, 0.46, -0.04], [-1.51, 1.12, -0.08], [0.21, 0.66, -0.59], [-0.24, -0.28, 0.78], [1.30, -0.53, -0.20], [0.11, 0.41, 0.58], [1.87, -0.21, 2.57], [-1.74, 0.67, -0.50], [-0.30, -0.68, -0.10], [0.51, 0.16, 0.98], [0.82, 1.23, 0.67], [-0.22, 0.69, 1.26], [-0.27, 1.17, -0.95], [-0.35, 0.02, 0.02], [0.96, 1.36, -0.12], [-0.94, -0.16, 0.50], [0.59, -1.44, -1.15], [-0.54, -0.12, 0.18], [0.16, -1.00, 0.13], [0.66, 0.52, -0.51], [1.74, -1.05, -0.06], [-0.72, 3.31, 1.01], [-0.06, 1.97, 0.05], [-0.67, -0.02, 0.18], [0.93, -0.90, -0.58], [-1.29, 1.47, 1.16], [0.23, -1.91, -1.39], [-0.05, -0.82, -0.50], [-1.29, 1.00, 0.68], [-0.07, -0.08, -0.36], [0.82, -0.01, -0.16], [0.34, -1.98, -0.58], [2.20, -1.03, -0.61], [0.13, 0.09, -0.12], [0.83, 0.37, -0.44], [0.18, 0.41, 0.46], [-0.03, -1.04, 0.03], [-0.97, 0.17, 0.64], [-0.58, 1.08, 0.23], [0.31, 1.12, 0.06], [-0.05, -0.91, -0.62], [-0.73, 0.54, 0.70], [0.24, -1.73, 0.09], [-0.02, 1.91, 0.21], [-0.10, 0.07, 0.15], [-0.20, -0.25, -0.26], [0.36, -0.28, 0.17], [-0.53, -0.20, 0.42], [-0.42, 0.89, -0.05], [-1.18, 0.55, 0.05], [0.04, -0.29, 0.23], [-0.10, 0.00, -0.01], [-0.35, -0.20, -0.07], [-0.38, 0.31, -0.51], [-0.23, 0.17, 0.10], [0.39, -0.04, 0.04], [0.34, 0.37, -0.47], [-0.02, 0.27, -0.02], [0.29, -0.19, -0.11], [0.22, 1.03, 0.73], [0.13, -0.01, -0.02], [-0.54, -1.59, -0.44], [0.36, -0.28, -0.25], [0.41, 0.62, -0.30], [0.46, -0.61, 0.32], [0.55, 0.19, 1.00], [0.10, -1.00, -0.56], [0.36, 0.77, -0.10], [-0.43, -0.20, 0.31], [-0.18, -0.24, -0.89], [-0.25, -0.73, -0.54], [0.02, 0.07, 0.45], [0.07, 0.05, 0.04], [-0.87, -0.52, -0.02], [-0.60, 0.12, -0.35], [0.27, -0.02, 0.36], [0.00, 0.36, 0.57], [0.51, 0.00, -0.05], [-0.30, -0.38, -0.64], [-0.96, 0.55, 0.42], [-0.42, -0.71, 0.14], [-0.18, -0.19, 0.50], [-0.25, 0.63, -0.23], [0.52, -0.51, 0.44], [0.08, 1.04, 1.07], [-0.75, 0.12, -0.63], [-0.11, -0.31, 0.07], [0.34, 0.41, 0.03], [0.33, 0.18, -0.16], [0.10, 0.10, -0.59], [-0.12, -0.14, -0.06], [-0.36, -0.20, -0.15], [0.99, -0.41, -0.55], [-0.95, 0.15, -0.30], [0.34, 0.54, 0.42], [0.63, -0.17, -0.06], [-0.13, 0.80, 0.39], [1.09, -0.07, 0.70], [0.15, -0.39, -0.15]],
  "lowdin_charge": [0.9884, -0.2805, 0.9262, 0.6640, -0.3897, -0.1750, -0.0430, -0.0430, 0.0466, -0.0898, 0.0608, 0.0465, -0.0610, 0.0981, -0.0262, -0.0296, -0.0766, -0.0884, -0.1007, -0.1724, -0.0667, -0.1651, -0.2001, -0.0170, -0.0743, -0.2212, -0.2522, -0.0986, -0.0403, -0.6219, -0.1650, -0.1391, -0.1014, -0.4986, -0.0687, -0.2035, -0.1967, -0.3516, -0.1970, 0.0067, -0.0789, -0.6915, -0.0289, -0.2033, -0.1223, -0.1810, -0.0547, -0.1601, -0.0705, -0.0371, -0.0629, -0.0410, -0.3064, -0.1115, -0.0431, -0.0653, -0.0312, -0.2396, -0.0362, -0.2203, -0.1193, -0.0258, -0.3283, 0.0966, 0.0693, 0.1295, 0.0343, 0.1138, 0.1172, 0.0773, 0.0554, 0.0816, 0.0836, 0.1053, 0.1096, 0.1216, 0.1268, 0.0585, 0.0973, 0.1079, 0.0900, 0.1026, 0.0949, 0.0739, 0.0745, 0.1370, 0.1173, 0.0586, 0.0781, -0.1144, 0.0416, 0.0937, 0.1075, 0.0813, 0.0975, 0.0958, 0.0829, 0.1164, 0.0650, 0.1174, 0.0730, 0.0889, 0.0950, -0.0914, 0.0835, 0.0891, 0.0902, 0.0917, 0.1152, 0.1060, 0.1289, 0.0506, 0.1072, 0.0765, 0.0696, 0.1097, 0.0882, 0.1077],
  "e_lumo_ev": 1.77,
  "relative_energy_kcal_mol": 24.6,
  "charge": -1,
  "homo_lumo_gap_ha": 0.159
}

***

[4]
{
  "formula": "C2H6O2",
  "method": "the ωB97M-V functional and the def2-TZVPD basis",
  "elements": ["O", "O", "C", "C", "H", "H", "H", "H", "H", "H"],
  "positions_angstrom": [[0.641, -0.901, -1.088], [-0.629, -0.803, 1.231], [0.169, 0.388, -0.721], [-0.144, 0.445, 0.787], [-0.925, 1.183, 0.997], [0.076, -1.428, 1.008], [-0.719, 0.651, -1.311], [0.966, 1.092, -0.976], [0.749, 0.742, 1.359], [-0.137, -1.450, -1.247]],
  "atomic_forces_ev_per_a": [[-0.11, -0.11, -0.10], [0.12, -0.17, 0.07], [-0.07, 0.29, 0.01], [0.08, 0.29, -0.04], [0.14, -0.08, -0.10], [-0.23, -0.05, 0.10], [0.11, -0.07, 0.10], [-0.15, -0.02, 0.06], [-0.10, -0.12, -0.13], [0.21, 0.03, 0.04]],
  "lowdin_charge": [-0.0780, -0.0741, -0.2369, -0.2514, 0.1177, 0.0821, 0.1171, 0.1163, 0.1152, 0.0920],
  "e_lumo_ev": 0.89,
  "relative_energy_kcal_mol": 14.6,
  "charge": 0,
  "homo_lumo_gap_ha": 0.411,
  "smiles": "OCCO"
}